A structure of composition C4H5NOS2 in a non-equilibrium geometry, computed with the ωB97M-V functional and the def2-TZVPD basis.

The calculation puts the largest force on an atom at 5.60 eV Å⁻¹. As for the spin multiplicity: 1. For the lowest unoccupied orbital energy (alpha / beta), the calculation gives 0.155 / 0.157 eV. For the energy above the lowest of the compared OMol25 structures with the same formula, charge and spin, the calculation gives 411.10 kJ/mol. The total charge is 0.

Each line ends with the Mulliken charge.
Element x y z (Å)
C -0.395530 -0.106839 -2.231363  -0.327
C -0.949333 -0.629813 -0.069707  0.543
C 0.714110 0.410803 -0.043063  0.058
C -1.569434 -0.813153 1.210379  -1.013
N -1.147215 -0.689067 -1.291802  -0.517
O 3.280307 1.114235 0.616194  -0.476
S 1.013812 0.775323 -1.642926  -0.054
S 1.811281 0.539615 1.280949  0.122
H -0.734894 -0.150528 -3.194878  0.515
H -2.078018 0.202495 1.626376  0.226
H -2.425169 -1.571868 1.087111  0.309
H -0.758417 -1.086945 1.923722  0.293
H 3.238499 2.005741 0.729007  0.321

Force components x, y, z for each atom (eV/Å):
0.33 -0.19 2.83
4.86 2.79 -0.18
-1.64 -1.36 0.08
-2.21 0.88 1.69
-0.57 0.40 -1.64
-0.98 -4.49 -0.08
-1.50 -1.26 0.78
0.30 0.40 -0.88
-0.16 0.20 -2.37
1.17 -2.26 -1.01
1.43 0.90 0.55
-1.00 -0.19 -0.20
-0.01 4.19 0.43

A structure of composition C23H21BrCrN4O8S2 in a non-equilibrium geometry, computed with the ωB97M-V functional and the def2-TZVPD basis.

The calculation puts the largest force on an atom at 1.74 eV Å⁻¹. As for the spin multiplicity: 4. For the lowest unoccupied orbital energy (alpha / beta), the calculation gives 1.059 / 0.856 eV. For the energy above the lowest of the compared OMol25 structures with the same formula, charge and spin, the calculation gives 178.00 kJ/mol. As for the expectation value of S²: 3.80. The total charge is -1.

Each line ends with the Mulliken charge.
Element x y z (Å)
Cr 0.268490 -0.776337 -0.288060  0.106
O -0.927357 -0.524557 3.678128  -0.768
C -1.216423 -0.422279 2.498092  -0.246
O -0.540219 -0.964564 1.517616  -0.445
C -2.518914 0.314508 2.128571  0.288
C -3.278508 -0.528683 1.092540  -0.044
C -4.743979 -0.096657 0.998859  -1.012
C -4.593458 1.249004 0.242657  -1.009
C -3.068817 1.316566 0.028154  -0.197
O -2.730800 -0.069613 -0.145379  -0.625
C -2.409972 1.706227 1.380949  -0.903
C 0.157231 1.588137 0.935006  -0.348
O 0.234273 4.037390 -0.065587  -0.568
O 1.011095 1.216580 1.738725  -0.649
H -3.077211 0.403548 3.056999  0.452
H -3.127618 -1.600159 1.205924  0.516
H -5.311486 -0.817576 0.411428  0.326
H -5.206142 -0.000290 1.983615  0.392
H -5.106746 1.228724 -0.718379  0.364
H -4.959226 2.105134 0.812528  0.332
H -2.773780 1.882720 -0.839276  0.709
H -3.071006 2.424972 1.870037  0.780
Br 6.499181 3.267967 -0.035249  -0.219
C 5.150454 1.932364 -0.085483  0.154
C 5.153742 0.937603 0.876068  -0.744
C 4.181460 -0.047466 0.820768  -0.095
C 3.220841 -0.025462 -0.181403  -0.490
C 3.211919 0.990368 -1.125702  0.245
C 4.188006 1.972375 -1.081373  -0.891
N 2.226546 -1.061773 -0.246821  0.493
C 2.614113 -2.261756 -0.173955  0.028
C 1.592624 -3.312583 -0.122888  0.210
C 1.869357 -4.659947 -0.043429  -1.009
C 0.810896 -5.551665 0.041094  -0.290
C -0.481255 -5.060013 0.043412  -0.929
C -0.673173 -3.692803 -0.045097  -0.169
N 0.343739 -2.844756 -0.128703  0.583
H 5.888261 0.937389 1.669491  0.402
H 4.132925 -0.802043 1.599307  0.489
H 2.472235 0.987373 -1.921098  0.383
H 4.188723 2.762401 -1.820353  0.500
H 3.671694 -2.501183 -0.176824  0.491
H 2.901332 -4.992575 -0.048893  0.476
H 0.992934 -6.615844 0.107494  0.417
H -1.334357 -5.722636 0.108517  0.421
H -1.661784 -3.254791 -0.054620  0.455
N -0.446965 2.019621 -1.337604  -0.276
C -0.678636 3.346664 -0.949877  -0.378
C -1.054600 3.625176 0.439931  -0.678
C -1.022614 2.431182 1.373541  0.330
N 0.184718 1.184393 -0.360487  1.110
H 0.044005 1.915257 -2.206468  -0.037
H -1.056221 3.944323 -1.769881  0.592
H -1.727012 4.442802 0.692921  0.598
H -0.810862 2.735733 2.398949  0.827
O 1.081617 1.208731 -3.521481  -0.763
S 0.546125 -0.019854 -4.121274  1.006
O -0.653307 0.189220 -4.900252  -0.630
O 1.566511 -0.840316 -4.737600  -0.643
S -0.142598 -1.236268 -2.497826  -0.418

Force components x, y, z for each atom (eV/Å):
-1.37 1.06 -0.14
-0.03 -0.13 -0.21
0.45 0.17 -0.03
-0.44 -0.18 0.13
0.26 0.01 -0.19
-0.03 0.14 -0.05
0.06 0.16 0.00
-0.01 -0.01 0.05
-0.12 -0.07 0.25
0.02 0.05 -0.02
0.31 -0.26 -0.06
0.31 0.07 0.01
-0.11 0.05 0.11
-0.20 0.01 -0.12
-0.01 0.09 0.06
0.07 -0.01 -0.06
-0.04 -0.01 0.02
-0.01 0.01 -0.06
0.00 -0.02 0.02
-0.04 -0.03 -0.04
0.23 0.00 -0.15
-0.06 -0.07 0.11
-0.02 0.01 0.01
-0.04 -0.01 -0.01
0.00 0.00 -0.02
-0.18 -0.18 0.15
0.07 0.13 -0.12
-0.14 -0.15 -0.20
0.01 -0.01 0.02
0.65 0.86 0.22
0.14 -0.78 -0.11
0.10 0.11 0.05
0.30 -0.25 0.00
0.08 -0.02 0.00
-0.03 -0.12 -0.01
-0.03 0.21 -0.04
-0.16 -0.41 0.01
0.00 0.01 -0.03
0.01 0.05 -0.06
-0.02 0.08 0.05
0.02 -0.04 0.02
0.07 -0.14 0.08
-0.11 -0.03 0.01
0.02 0.00 -0.01
0.04 0.05 0.00
-0.01 0.05 -0.01
-0.59 -0.16 0.86
-0.18 -0.21 0.38
0.08 -0.06 -0.30
-0.25 -0.01 -0.15
0.25 0.17 -0.01
0.45 -0.13 -0.58
0.01 0.07 -0.02
0.01 0.00 -0.02
0.03 0.09 0.05
0.05 -0.05 -0.01
0.09 0.05 0.12
0.04 -0.03 0.00
0.02 0.02 -0.03
-0.03 -0.21 0.10

The molecule C8H15NO3S2 in a non-equilibrium geometry, computed with the ωB97M-V functional and the def2-TZVPD basis.

As for the SMILES: CC1(C)SCCN(S(C)(=O)=O)[C@@H]1C=O. The calculation puts the largest force on an atom at 4.46 eV Å⁻¹. As for the spin multiplicity: 1. For the lowest unoccupied orbital energy, the calculation gives 0.391 eV. For the energy above the lowest of the compared OMol25 structures with the same formula, charge and spin, the calculation gives 31.90 kJ/mol. The total charge is 0.

Each line ends with the Mulliken charge.
Element x y z (Å)
C 2.664792 -0.535623 -1.360822  -1.543
C 1.520525 0.288170 -0.728276  1.551
C 1.113909 1.482531 -1.525989  -1.625
S 2.140763 0.910040 0.880799  -0.148
C 0.621958 1.598449 1.525922  -0.928
C -0.397822 0.471316 1.594323  -0.831
N -0.724942 -0.019308 0.365007  0.316
S -2.301438 0.140971 -0.182211  1.323
C -3.212772 -1.048326 0.868865  -1.029
O -2.214666 -0.385231 -1.509166  -0.716
O -2.693604 1.516699 0.057393  -0.670
C 0.253313 -0.657505 -0.472872  -1.153
C 0.491941 -2.078576 0.158688  -0.286
O -0.407340 -2.454949 0.889964  -0.463
H 2.823437 -1.515827 -0.856764  0.394
H 3.596100 0.045475 -1.046354  0.406
H 2.447253 -0.541835 -2.428934  0.371
H 1.744566 2.291233 -1.092909  0.332
H 0.069759 1.589250 -1.293248  0.353
H 1.466496 1.344969 -2.561342  0.430
H 0.350830 2.376772 0.839400  0.377
H 0.751598 2.003015 2.487665  0.519
H 0.086765 -0.397462 2.110434  0.357
H -1.232807 0.760742 2.203103  0.637
H -2.505934 -1.271806 1.693947  0.336
H -4.162339 -0.603501 1.036475  0.425
H -3.292091 -1.875684 0.253505  0.366
H -0.181026 -0.821559 -1.402404  0.545
H 1.182774 -2.612437 -0.504201  0.352

Force components x, y, z for each atom (eV/Å):
0.78 1.21 1.83
-0.51 -2.20 1.41
1.71 0.37 0.05
0.96 -0.65 0.52
-0.25 -0.96 -0.97
2.10 -0.23 2.74
-2.64 0.18 -3.58
1.64 0.44 0.84
1.93 2.03 0.14
-0.84 -0.07 -0.72
-0.26 -1.25 0.07
2.20 0.80 2.90
-2.87 1.79 -1.65
2.20 -0.94 -0.33
-0.31 0.56 -0.78
-0.81 -0.68 -1.24
0.64 -0.49 0.02
-0.87 0.02 -0.69
-0.51 0.84 -0.84
-1.01 0.23 0.09
-0.63 0.52 -0.15
0.59 0.55 1.20
-0.18 0.83 0.36
-0.75 0.18 -0.03
-1.01 0.25 -0.16
-0.72 0.22 0.78
-0.21 -1.80 -1.11
-0.78 -0.59 -1.79
0.37 -1.18 1.08

Copy entry 1 word for word.
A structure of composition C4H5NOS2 in a non-equilibrium geometry, computed with the ωB97M-V functional and the def2-TZVPD basis.

The calculation puts the largest force on an atom at 5.60 eV Å⁻¹. As for the spin multiplicity: 1. For the lowest unoccupied orbital energy (alpha / beta), the calculation gives 0.155 / 0.157 eV. For the energy above the lowest of the compared OMol25 structures with the same formula, charge and spin, the calculation gives 411.10 kJ/mol. The total charge is 0.

Each line ends with the Mulliken charge.
Element x y z (Å)
C -0.395530 -0.106839 -2.231363  -0.327
C -0.949333 -0.629813 -0.069707  0.543
C 0.714110 0.410803 -0.043063  0.058
C -1.569434 -0.813153 1.210379  -1.013
N -1.147215 -0.689067 -1.291802  -0.517
O 3.280307 1.114235 0.616194  -0.476
S 1.013812 0.775323 -1.642926  -0.054
S 1.811281 0.539615 1.280949  0.122
H -0.734894 -0.150528 -3.194878  0.515
H -2.078018 0.202495 1.626376  0.226
H -2.425169 -1.571868 1.087111  0.309
H -0.758417 -1.086945 1.923722  0.293
H 3.238499 2.005741 0.729007  0.321

Force components x, y, z for each atom (eV/Å):
0.33 -0.19 2.83
4.86 2.79 -0.18
-1.64 -1.36 0.08
-2.21 0.88 1.69
-0.57 0.40 -1.64
-0.98 -4.49 -0.08
-1.50 -1.26 0.78
0.30 0.40 -0.88
-0.16 0.20 -2.37
1.17 -2.26 -1.01
1.43 0.90 0.55
-1.00 -0.19 -0.20
-0.01 4.19 0.43